No. 1
6 unconnected molecules or ions with the total composition C62H139N3OP2, computed with the ωB97M-V functional and the def2-TZVPD basis.

Structure (ORCA input):
```
! RIJCOSX wB97M-V def2-TZVPD def2/J DEFGRID3
* xyz 4 1
C 25.5034 21.8768 -6.3705
O 24.6963 22.9935 -6.6063
H 26.2633 22.0565 -5.6101
H 24.8846 21.0063 -6.1526
H 26.0075 21.5965 -7.2954
C 28.2217 24.6850 1.1395
C 27.0778 23.6941 0.9516
C 25.7067 24.0699 1.4960
C 25.6552 23.6191 2.9721
P 24.5563 24.5255 4.1233
C 22.8610 23.8040 4.0939
C 21.6596 24.6652 4.6090
C 20.4034 23.9910 4.2523
C 19.2174 24.9249 4.6626
C 25.1564 24.3588 5.7979
C 25.1735 22.9025 6.3691
C 26.1598 22.7567 7.4923
C 25.7555 23.5491 8.7156
C 24.4835 26.3711 3.6906
C 25.8098 27.1468 3.9638
C 25.5517 28.6659 3.9608
C 26.7192 29.5269 4.4398
H 29.1696 24.2678 0.7997
H 28.4297 25.1060 2.1231
H 28.0663 25.5366 0.4771
H 27.5326 22.8301 1.4361
H 26.9035 23.4224 -0.0895
H 24.8277 23.6086 1.0458
H 25.5773 25.1412 1.3424
H 26.6469 23.6015 3.4242
H 25.3131 22.5844 2.9931
H 22.9192 22.8729 4.6576
H 22.7811 23.6414 3.0191
H 21.7928 25.6627 4.1900
H 21.7450 24.7123 5.6946
H 20.2389 23.0955 4.8517
H 20.3289 23.5866 3.2429
H 18.8011 24.7241 5.6498
H 18.3633 24.6567 4.0408
H 19.3320 25.9905 4.4641
H 24.5358 24.9182 6.4980
H 26.1027 24.8940 5.8762
H 25.4599 22.3081 5.5015
H 24.2063 22.5595 6.7365
H 27.1746 22.9574 7.1487
H 26.3062 21.6929 7.6796
H 26.4616 23.5365 9.5459
H 24.7688 23.3232 9.1201
H 25.8826 24.6068 8.4847
H 23.6747 26.8291 4.2600
H 24.2837 26.3348 2.6197
H 26.5685 26.7098 3.3145
H 26.1975 26.9241 4.9579
H 24.7084 28.9740 4.5789
H 25.2159 28.9422 2.9613
H 26.8243 29.8272 5.4823
H 26.7429 30.4823 3.9157
H 27.6778 29.1756 4.0580
C 16.1133 25.5568 -7.0915
C 17.3784 26.3716 -6.9565
C 18.6495 25.5129 -6.7726
C 18.8482 24.6722 -5.5255
P 19.2693 25.5982 -3.9335
C 17.5889 26.2408 -3.3023
C 16.5684 25.1301 -2.9657
C 15.1680 25.7929 -2.6203
C 15.1592 26.6822 -1.3523
C 20.5141 26.9755 -4.2455
C 19.8377 28.3797 -4.6787
C 20.7838 29.3278 -5.5575
C 21.1208 28.7394 -6.8924
C 20.1254 24.3140 -2.8461
C 19.2984 23.0703 -2.5844
C 20.0436 21.8685 -1.9981
C 20.8447 21.1059 -3.0464
H 16.0053 25.0187 -8.0333
H 15.2190 26.1545 -6.9156
H 16.1599 24.8301 -6.2805
H 17.3212 27.0895 -6.1382
H 17.4784 27.1182 -7.7444
H 19.4057 26.2790 -6.9436
H 18.7578 24.9159 -7.6781
H 19.8007 24.1520 -5.6270
H 18.0638 23.9168 -5.4800
H 17.1050 26.8854 -4.0361
H 17.7756 26.7322 -2.3475
H 16.8793 24.5518 -2.0956
H 16.4783 24.5288 -3.8704
H 14.4985 24.9586 -2.4107
H 14.8161 26.3513 -3.4877
H 15.7539 26.2263 -0.5607
H 14.1303 26.7313 -0.9958
H 15.5969 27.6632 -1.5370
H 21.0585 26.5703 -5.0984
H 21.2160 26.9569 -3.4118
H 19.6728 28.7526 -3.6678
H 18.8830 28.3123 -5.2003
H 21.6029 29.6155 -4.8985
H 20.1936 30.2438 -5.5860
H 20.2155 28.5026 -7.4515
H 21.7315 27.8554 -6.7092
H 21.7483 29.3540 -7.5378
H 20.5455 24.7788 -1.9542
H 20.8772 24.0104 -3.5747
H 18.6554 22.7220 -3.3926
H 18.5251 23.2562 -1.8391
H 19.3022 21.2324 -1.5144
H 20.7571 22.2078 -1.2472
H 20.4685 21.1306 -4.0692
H 20.8731 20.0637 -2.7283
H 21.8236 21.5572 -3.2081
C 31.6743 25.2757 -6.9322
C 32.1868 26.6090 -6.4467
C 31.1209 27.7741 -6.4926
C 29.9822 27.5145 -5.4466
N 28.5493 27.8208 -6.0007
C 27.5363 27.4787 -4.8280
C 27.4685 28.7325 -3.8910
C 28.1242 29.8631 -4.6443
C 28.2169 29.3419 -6.1327
C 28.1892 26.9884 -7.2768
H 31.3794 25.3857 -7.9758
H 30.7907 24.9547 -6.3806
H 32.4880 24.5512 -6.8966
H 33.0878 26.8138 -7.0249
H 32.5257 26.4821 -5.4185
H 30.7408 27.8713 -7.5096
H 31.5798 28.7488 -6.3268
H 29.9614 27.9571 -4.4507
H 29.9879 26.4450 -5.2364
H 26.6042 27.2680 -5.3523
H 27.9664 26.5847 -4.3766
H 26.4313 29.0157 -3.7114
H 28.0602 28.4661 -3.0152
H 27.5734 30.8025 -4.6905
H 29.1008 30.2746 -4.3893
H 27.2368 29.4330 -6.6010
H 29.0354 29.8151 -6.6750
H 28.4831 25.9589 -7.0720
H 28.7314 27.4106 -8.1229
H 27.1102 27.0290 -7.4254
C 28.9640 18.0261 3.2746
C 29.4015 16.8756 2.3592
C 28.4309 16.7815 1.1787
C 28.8994 15.7977 0.1622
N 27.8749 15.4965 -0.9795
C 28.3395 14.4603 -2.0369
C 27.6885 14.8507 -3.3925
C 27.1246 16.2243 -3.1671
C 27.7095 16.7186 -1.8780
C 26.5214 15.0666 -0.3766
H 28.8092 18.8733 2.6066
H 29.7955 18.3309 3.9100
H 28.1055 17.7503 3.8870
H 29.5664 15.9158 2.8488
H 30.3895 17.1679 2.0035
H 28.4497 17.7753 0.7312
H 27.4312 16.6135 1.5793
H 29.0720 14.8045 0.5769
H 29.8524 15.9453 -0.3458
H 28.2980 13.4324 -1.6765
H 29.4259 14.5487 -2.0445
H 26.9158 14.0855 -3.4676
H 28.3314 14.6436 -4.2479
H 26.0391 16.1259 -3.1773
H 27.1585 16.8925 -4.0276
H 27.1940 17.5266 -1.3589
H 28.7391 17.0295 -2.0553
H 26.5829 14.3009 0.3967
H 25.7885 14.7160 -1.1032
H 26.1533 15.9960 0.0581
C 21.1340 20.0240 -9.6628
C 21.2204 20.7908 -11.0367
C 22.5395 21.5809 -11.1527
C 22.6053 22.2650 -12.5582
N 23.4981 23.6083 -12.5075
C 22.8244 24.8136 -11.7864
C 22.0082 25.7119 -12.6616
C 22.2823 25.2020 -14.0197
C 23.5635 24.2663 -13.8755
C 24.8841 23.3844 -11.9639
C 25.6739 22.3244 -12.7220
C 27.1405 22.4812 -12.2026
H 21.1504 20.8163 -8.9144
H 21.9399 19.3087 -9.4986
H 20.2248 19.4386 -9.5257
H 20.4097 21.5189 -11.0082
H 21.0896 20.2167 -11.9540
H 23.3875 20.9473 -10.8929
H 22.5403 22.4663 -10.5170
H 21.6494 22.6685 -12.8922
H 23.0066 21.6367 -13.3534
H 23.6537 25.4634 -11.5071
H 22.3675 24.5378 -10.8360
H 22.3643 26.7421 -12.6569
H 20.9730 25.7980 -12.3315
H 22.5573 26.0327 -14.6697
H 21.5306 24.5632 -14.4833
H 24.4533 24.8868 -13.9819
H 23.5102 23.4831 -14.6316
H 24.7157 23.0776 -10.9315
H 25.5031 24.2771 -11.8747
H 25.7396 22.4649 -13.8009
H 25.2696 21.3212 -12.5869
H 27.2579 22.2814 -11.1375
H 27.4895 23.4647 -12.5174
H 27.9194 21.9170 -12.7154
*
```

- energy above the lowest of the compared OMol25 structures with the same formula, charge and spin (kJ/mol) = 563.3
- HOMO-LUMO gap (eV) = 4.22
- HOMO energy (Ha) = -0.3919
- F_max (eV Å⁻¹) = 2.9
- LUMO level (eV) = -6.444

=====

No. 2
A molecular structure, C62H41IN3O9P, computed with the ωB97M-V functional and the def2-TZVPD basis.

Structure (ORCA input):
```
! RIJCOSX wB97M-V def2-TZVPD def2/J DEFGRID3
* xyz 0 1
C 1.6880 -2.3401 -4.5730
P 2.6816 -0.9761 -3.8601
O 1.6427 -0.3160 -2.7472
C 3.8709 -1.8277 -2.6730
C 4.4830 -2.9204 -3.4227
N 4.9345 -3.7851 -4.0260
C 3.4343 -2.2267 -1.2255
I 1.7068 -3.4985 -1.1997
C 4.4944 -3.0458 -0.6328
N 5.3459 -3.6424 -0.1476
C 3.2741 -0.9177 -0.3459
N 1.9876 -0.7408 0.2867
H 1.4826 -2.0863 -5.6138
H 2.2212 -3.2932 -4.5387
H 0.7586 -2.4512 -4.0120
H 1.3326 0.5067 -3.1401
H 4.6524 -1.0713 -2.5296
H 3.4986 -0.0762 -0.9977
H 4.0541 -0.9754 0.4172
H 2.0953 -0.5472 1.2732
H 1.5029 0.0448 -0.1262
C -1.0818 3.4459 -1.4817
C -1.4287 4.7328 -1.0861
C -0.4568 5.5974 -0.6101
C 0.8659 5.1791 -0.5238
C 1.2136 3.8869 -0.9209
C 0.2334 3.0252 -1.3986
C 2.6180 3.4029 -0.8330
O 2.9167 2.2829 -1.1999
C 3.6394 4.3329 -0.2791
C 4.9517 3.8939 -0.1493
C 5.9185 4.7455 0.3575
C 5.5794 6.0406 0.7333
C 4.2731 6.4832 0.6071
C 3.2978 5.6316 0.1040
C 1.8947 6.1283 -0.0093
O 1.6020 7.2599 0.3108
H -1.8409 2.7681 -1.8509
H -2.4602 5.0532 -1.1334
H -0.7093 6.6017 -0.2972
H 0.5148 2.0221 -1.6903
H 5.2000 2.8852 -0.4504
H 6.9395 4.4018 0.4599
H 6.3376 6.7056 1.1256
H 3.9924 7.4872 0.8949
C -2.4131 6.1308 5.6020
C -1.7720 6.1552 4.3680
C -2.3374 5.5146 3.2788
C -3.5464 4.8430 3.4200
C -4.1851 4.8111 4.6604
C -3.6159 5.4606 5.7491
C -5.4721 4.0800 4.8467
O -6.0345 4.0616 5.9199
C -6.0396 3.3679 3.6644
C -7.2173 2.6465 3.8168
C -7.7675 1.9844 2.7323
C -7.1468 2.0426 1.4891
C -5.9727 2.7591 1.3318
C -5.4130 3.4213 2.4180
C -4.1415 4.1742 2.2287
O -3.6018 4.2424 1.1437
H -1.9711 6.6359 6.4510
H -0.8300 6.6763 4.2569
H -1.8539 5.5261 2.3109
H -4.1264 5.4296 6.7020
H -7.6889 2.6148 4.7896
H -8.6833 1.4208 2.8536
H -7.5810 1.5270 0.6425
H -5.4764 2.8135 0.3725
C 6.3155 -4.3718 3.3378
C 6.9125 -4.6485 4.5633
C 6.3714 -5.6088 5.4012
C 5.2247 -6.2949 5.0183
C 4.6211 -6.0103 3.7917
C 5.1709 -5.0485 2.9528
C 3.3758 -6.7107 3.3597
O 2.8575 -6.4700 2.2912
C 2.7880 -7.7132 4.2949
C 1.6088 -8.3559 3.9377
C 1.0502 -9.2965 4.7863
C 1.6691 -9.6025 5.9936
C 2.8435 -8.9644 6.3546
C 3.4060 -8.0155 5.5091
C 4.6647 -7.3315 5.9298
O 5.2067 -7.6109 6.9783
H 6.7447 -3.6325 2.6738
H 7.8065 -4.1162 4.8621
H 6.8268 -5.8410 6.3543
H 4.7088 -4.8490 1.9962
H 1.1450 -8.1082 2.9926
H 0.1308 -9.7950 4.5079
H 1.2324 -10.3409 6.6536
H 3.3379 -9.1892 7.2899
C -1.0809 1.9205 -5.2924
C -2.1401 2.8093 -5.1302
C -3.4446 2.3722 -5.2826
C -3.6975 1.0423 -5.5989
C -2.6361 0.1545 -5.7735
C -1.3284 0.5980 -5.6196
C -2.8710 -1.2742 -6.1350
O -1.9451 -2.0447 -6.2701
C -4.2825 -1.7142 -6.3239
C -4.5316 -3.0294 -6.6970
C -5.8351 -3.4629 -6.8698
C -6.8956 -2.5865 -6.6667
C -6.6534 -1.2749 -6.2952
C -5.3470 -0.8325 -6.1253
C -5.1125 0.5882 -5.7377
O -6.0354 1.3490 -5.5412
H -0.0618 2.2681 -5.1735
H -1.9416 3.8448 -4.8844
H -4.2797 3.0481 -5.1573
H -0.5177 -0.1054 -5.7587
H -3.6951 -3.6984 -6.8470
H -6.0277 -4.4865 -7.1632
H -7.9135 -2.9292 -6.7998
H -7.4661 -0.5797 -6.1347
*
```

- HOMO-LUMO gap (eV) = 7.77
- HOMO energy (Ha) = -0.3363
- F_max (eV Å⁻¹) = 0.3
- LUMO level (eV) = -1.385

=====

No. 3
A molecular structure, C62H43HfN7, computed with the ωB97M-V functional and the def2-TZVPD basis.

Structure (ORCA input):
```
! RIJCOSX wB97M-V def2-TZVPD def2/J DEFGRID3
* xyz 2 1
Hf 0.1746 -0.2676 0.2915
C 5.4705 1.9730 5.4727
C 4.6943 0.9020 5.8935
C 3.7250 0.3696 5.0552
C 3.5244 0.9048 3.7856
C 4.3170 1.9712 3.3636
C 5.2824 2.5072 4.2045
C 2.4974 0.3428 2.8592
C 1.1476 0.4824 3.1959
C 0.6600 0.9754 4.4460
C -0.6883 0.8255 4.4458
C -1.0629 0.2735 3.1827
C -2.3735 0.0079 2.7884
C -3.4778 0.3612 3.7283
C -4.3239 -0.6299 4.2197
C -5.3618 -0.3030 5.0811
C -5.5682 1.0179 5.4555
C -4.7292 2.0129 4.9707
C -3.6866 1.6846 4.1154
C -2.7346 -0.5226 1.5480
N -1.8740 -0.9823 0.5720
C -2.6605 -1.3381 -0.5032
C -2.2027 -1.9900 -1.6479
C -3.1813 -2.3538 -2.7092
C -4.2382 -3.2228 -2.4450
C -5.1347 -3.5624 -3.4478
C -4.9876 -3.0354 -4.7237
C -3.9324 -2.1740 -4.9976
C -3.0319 -1.8408 -3.9964
C -0.8782 -2.3995 -1.8079
C -0.4246 -3.3112 -2.8156
C 0.8880 -3.5427 -2.5837
C 1.2708 -2.7504 -1.4503
N 0.1737 -2.0527 -0.9871
C 2.5784 -2.6585 -0.9702
C 2.9828 -1.8096 0.0595
C 4.3167 -1.7132 0.5674
C 4.3039 -0.8233 1.5904
C 2.9545 -0.3765 1.7508
N 2.1594 -0.9509 0.7708
C 3.6162 -3.5165 -1.6172
C 4.6417 -2.9456 -2.3687
C 5.6001 -3.7460 -2.9744
C 5.5447 -5.1258 -2.8272
C 4.5308 -5.7006 -2.0735
C 3.5700 -4.9004 -1.4709
C -4.0286 -1.0233 -0.2181
C -4.0783 -0.5597 1.0530
N 0.0771 0.0909 2.4097
H 6.2249 2.3870 6.1295
H 4.8467 0.4733 6.8762
H 3.1340 -0.4791 5.3816
H 4.1774 2.3882 2.3706
H 5.8865 3.3404 3.8689
H 1.2758 1.3582 5.2435
H -1.3712 1.0453 5.2520
H -4.1606 -1.6632 3.9329
H -6.0081 -1.0829 5.4635
H -6.3787 1.2712 6.1272
H -4.8846 3.0443 5.2610
H -3.0276 2.4649 3.7466
H -4.3469 -3.6531 -1.4558
H -5.9462 -4.2467 -3.2333
H -5.6883 -3.3012 -5.5046
H -3.8098 -1.7647 -5.9928
H -2.2050 -1.1713 -4.2088
H -1.0504 -3.7541 -3.5749
H 1.5490 -4.1941 -3.1320
H 5.1546 -2.2961 0.2168
H 5.1278 -0.5428 2.2292
H 4.6927 -1.8662 -2.4784
H 6.3901 -3.2928 -3.5594
H 6.2938 -5.7514 -3.2953
H 4.4887 -6.7753 -1.9490
H 2.7820 -5.3506 -0.8765
H -4.8536 -1.1703 -0.8972
H -4.9516 -0.2476 1.6050
C -3.1842 2.8312 -0.2880
C -2.1085 2.1602 0.2954
N -1.2130 1.4844 -0.4031
C -1.3147 1.5034 -1.7594
C -2.3755 2.1170 -2.4273
C -3.3382 2.7799 -1.6461
C -2.4232 2.1046 -3.8609
C -1.4129 1.5760 -4.5768
C -0.2666 1.0207 -3.9170
C 0.8735 0.5867 -4.6179
C 1.9784 0.1691 -3.9234
C 1.9245 0.1286 -2.5301
N 0.8524 0.4797 -1.8396
C -0.2248 0.9551 -2.5212
H -3.8859 3.3589 0.3433
H -1.9773 2.1703 1.3700
H -4.1766 3.2662 -2.1314
H -3.2741 2.5591 -4.3552
H -1.4321 1.5919 -5.6609
H 0.8753 0.6119 -5.7019
H 2.8804 -0.1443 -4.4323
H 2.7770 -0.2125 -1.9580
N 1.4842 2.0173 0.5026
C 1.0474 3.2739 -0.0495
C 1.3270 3.5947 -1.3700
C 0.8462 4.7821 -1.9080
C 0.0898 5.6485 -1.1313
C -0.1687 5.3301 0.1971
C 0.3089 4.1449 0.7378
H 1.6067 2.1239 1.5046
H 2.4012 1.7865 0.1324
H 1.9333 2.9290 -1.9753
H 1.0768 5.0367 -2.9356
H -0.2762 6.5774 -1.5499
H -0.7337 6.0133 0.8187
H 0.1194 3.9007 1.7806
*
```

- energy above the lowest of the compared OMol25 structures with the same formula, charge and spin (kJ/mol) = 0.0
- HOMO-LUMO gap (eV) = 5.69
- HOMO energy (Ha) = -0.4449
- F_max (eV Å⁻¹) = 1.4
- LUMO level (eV) = -6.414